(1)
Computed, not measured: the molecule C5H3ClOS, with the ωB97M-V functional and the def2-TZVPD basis.

Calculated values
Highest occupied orbital energy in Ha: -0.319
Relative energy (zero: lowest compared OMol25 entry of this formula, charge and spin) in kJ/mol: 23.4
SMILES: C=C1SC=C(Cl)C1=O

ORCA input file:
```
! wB97M-V def2-TZVPD RIJCOSX def2/J DEFGRID3
* xyz 0 1
C -1.88 1.06 -0.05
C -0.81 0.26 -0.09
S -0.92 -1.49 -0.09
C 0.78 -1.70 0.10
C 1.47 -0.51 -0.01
Cl 3.18 -0.24 -0.09
C 0.59 0.65 -0.04
O 0.98 1.82 0.03
H -2.91 0.72 0.11
H -1.71 2.11 -0.10
H 1.22 -2.68 0.22
*
```

(2)
Computed, not measured: the molecule C5H3ClS, with the ωB97M-V functional and the def2-TZVPD basis.

Calculated values
Highest occupied orbital energy in Ha: -0.331
Relative energy (zero: lowest compared OMol25 entry of this formula, charge and spin) in kJ/mol: 284.4
SMILES: C#CC(=S)/C=C\Cl

ORCA input file:
```
! wB97M-V def2-TZVPD RIJCOSX def2/J DEFGRID3
* xyz 0 1
C -0.32 2.39 -0.05
C -0.51 1.21 0.15
C -1.15 -0.11 -0.09
S -2.83 -0.19 -0.16
C -0.16 -1.17 0.07
C 1.15 -1.15 0.03
Cl 2.17 0.18 -0.19
H 0.30 3.35 0.09
H -0.36 -2.35 0.04
H 1.72 -2.17 0.10
*
```

(3)
Computed, not measured: the molecule C5H3F, with the ωB97M-V functional and the def2-TZVPD basis.

Calculated values
Highest occupied orbital energy in Ha: -0.361
Relative energy (zero: lowest compared OMol25 entry of this formula, charge and spin) in kJ/mol: 19.0
SMILES: C#CC#CCF

ORCA input file:
```
! wB97M-V def2-TZVPD RIJCOSX def2/J DEFGRID3
* xyz 0 1
C 3.18 -0.40 0.06
C 2.01 -0.26 -0.01
C 0.63 -0.10 -0.10
C -0.56 0.02 -0.06
C -2.05 0.30 0.04
F -2.77 -0.88 -0.01
H 4.29 -0.41 -0.05
H -2.30 0.80 0.96
H -2.43 0.91 -0.83
*
```

(4)
Computed, not measured: the molecule C5H3F, with the ωB97M-V functional and the def2-TZVPD basis.

Calculated values
Highest occupied orbital energy (alpha / beta) in Ha: -0.309 / -0.341
Relative energy (zero: lowest compared OMol25 entry of this formula, charge and spin) in kJ/mol: 422.3

ORCA input file:
```
! wB97M-V def2-TZVPD RIJCOSX def2/J DEFGRID3
* xyz 0 1
C 1.00 1.28 -0.42
C -1.20 1.19 -0.49
C 0.67 0.01 -0.04
C 1.10 -1.27 -0.10
C -0.69 0.45 0.45
F -2.31 1.80 -0.56
H 0.62 -2.10 0.32
H 1.98 -1.55 -0.58
H -1.16 0.18 1.42
*
```

(5)
Computed, not measured: the molecule C5H3F3S, with the ωB97M-V functional and the def2-TZVPD basis.

Calculated values
Highest occupied orbital energy (alpha / beta) in Ha: -0.329 / -0.316

ORCA input file:
```
! wB97M-V def2-TZVPD RIJCOSX def2/J DEFGRID3
* xyz 0 1
C 0.11 -0.03 -1.12
C 0.09 1.27 0.56
C 0.27 1.31 -0.79
C -0.49 -1.32 -1.21
C 0.33 0.47 1.73
F 1.68 0.01 1.84
F 0.13 1.14 2.89
F -0.38 -0.64 1.84
S 0.25 2.52 -2.00
H -0.40 -1.72 -0.25
H -0.09 -1.78 -2.05
H -1.49 -1.23 -1.46
*
```

(6)
Computed, not measured: the molecule C5H3IN2, with the ωB97M-V functional and the def2-TZVPD basis.

Calculated values
Highest occupied orbital energy (alpha / beta) in Ha: -0.320 / -0.342
Relative energy (zero: lowest compared OMol25 entry of this formula, charge and spin) in kJ/mol: 0.0

ORCA input file:
```
! wB97M-V def2-TZVPD RIJCOSX def2/J DEFGRID3
* xyz 0 1
C 2.17 -1.70 0.14
C 0.10 0.37 -0.13
C 1.09 -1.47 -0.63
C -1.04 0.99 0.39
C 0.11 -0.65 -1.06
N 2.99 -1.98 0.92
N -1.01 2.09 0.86
I -2.93 -0.09 -0.25
H 1.08 0.70 0.32
H -0.75 -0.92 -1.66
H -1.81 2.67 1.10
*
```

(7)
Computed, not measured: the molecule C5H3N, with the ωB97M-V functional and the def2-TZVPD basis.

Calculated values
Highest occupied orbital energy in Ha: -0.346
Relative energy (zero: lowest compared OMol25 entry of this formula, charge and spin) in kJ/mol: 283.9

ORCA input file:
```
! wB97M-V def2-TZVPD RIJCOSX def2/J DEFGRID3
* xyz 0 1
C 0.15 -0.20 -0.60
C 0.20 -0.95 -1.55
C 1.59 -2.49 -0.85
C -0.64 0.96 1.35
C -0.31 0.97 0.06
N 0.89 -2.08 -1.70
H -0.95 1.85 1.87
H -0.59 0.06 1.93
H -0.34 1.88 -0.52
*
```

(8)
Computed, not measured: the molecule C5H3N, with the ωB97M-V functional and the def2-TZVPD basis.

Calculated values
Highest occupied orbital energy (alpha / beta) in Ha: -0.296 / -0.296
Relative energy (zero: lowest compared OMol25 entry of this formula, charge and spin) in kJ/mol: 318.2

ORCA input file:
```
! wB97M-V def2-TZVPD RIJCOSX def2/J DEFGRID3
* xyz 0 1
C -0.12 -1.20 0.05
C -0.24 1.15 0.01
C 1.22 -0.96 -0.01
C 2.15 0.08 -0.02
C -1.01 -0.03 -0.02
N 1.05 0.79 0.04
H -0.66 -2.08 0.04
H -0.37 2.23 -0.05
H -2.02 0.02 -0.05
*
```

Number 1: electronic energy -30637.5069 eV. Number 2: electronic energy -28586.8024 eV. Number 3: electronic energy -7946.9268 eV. Number 4: electronic energy -7942.7473 eV. Number 5: electronic energy -24213.9627 eV. Number 6: electronic energy -16308.9812 eV. Number 7: electronic energy -6717.7807 eV. Number 8: electronic energy -6717.4251 eV.